Entry 1:
32
Properties=species:S:1:pos:R:3:forces:R:3 method="wB97M-V/def2-TZVPD" e_tot_ev=-19995.0452 total_charge=0 smiles="C=C([P@@H](C)=C(C)C)C(C)(C)C" de_lowest_kj_mol=206.0 homo_lumo_gap_ev=7.213
C -1.53286 1.85433 -1.16782 -0.95 0.63 -0.85
C -1.05190 0.93574 -0.38094 2.80 -1.14 1.25
C -3.12557 -0.30680 0.04411 0.59 -0.65 0.72
C -1.08425 -1.41676 -0.54622 -0.08 -2.33 1.49
C -1.14708 -0.43623 1.77790 -0.18 0.90 -1.54
C 2.86071 -0.84355 0.43143 -0.79 -1.27 0.10
C 2.12379 -0.65801 -1.93028 2.37 1.67 -4.16
C 1.31925 1.87444 1.34584 0.50 1.74 -2.36
C -1.58711 -0.32312 0.28844 -1.74 2.92 0.35
C 2.19290 -0.03036 -0.66090 -2.36 2.25 3.11
P 0.88778 1.07882 -0.31758 1.25 -0.17 0.51
H -0.81136 2.39737 -1.77792 -0.43 0.49 0.20
H -2.58809 2.06085 -1.31833 0.02 -0.14 -0.14
H -3.63491 0.44378 0.55369 -0.62 1.72 1.17
H -3.46298 -0.20258 -0.96649 0.55 0.14 -0.96
H -3.63224 -1.18810 0.36533 -0.01 -1.16 0.49
H -1.58650 -1.20219 -1.46292 -0.02 -0.94 -1.10
H 0.00703 -1.30684 -0.66015 -0.44 -0.96 0.11
H -1.52092 -2.35592 0.05648 1.47 1.33 -2.02
H -0.04712 -0.44613 1.85807 -0.45 -0.34 0.00
H -1.61481 -1.32839 2.12768 0.01 -0.73 0.71
H -1.51164 0.42666 2.32339 -0.12 0.06 0.28
H 2.72147 -2.00144 0.26177 0.47 1.97 0.11
H 3.93738 -0.58133 0.44919 -0.45 -0.50 0.42
H 2.34386 -0.69120 1.41174 0.92 0.04 -0.54
H 2.01150 -1.67947 -1.82543 -0.16 -2.46 -0.29
H 1.46946 -0.30285 -2.73624 -0.71 0.16 0.68
H 3.09988 -0.40492 -2.49193 -0.67 -1.07 0.67
H 0.50359 2.06860 1.96314 -1.84 -0.23 0.93
H 1.68604 2.95414 1.20100 0.17 -1.81 -0.09
H 2.00095 1.22335 1.85152 0.65 -0.01 0.14
H 0.88672 2.02022 -1.40308 0.26 -0.14 0.59



Entry 2:
44
Properties=species:S:1:pos:R:3:forces:R:3 method="wB97M-V/def2-TZVPD" e_tot_ev=-136530.3236 total_charge=+1 spin_multiplicity=2 s2=0.76 de_lowest_kj_mol=586.8 homo_lumo_gap_ev="6.370 / 3.060"
Cu -0.07030 0.85681 -3.93480 0.15 -0.48 1.59
Br 0.24741 -0.00437 -1.44635 0.29 0.38 -1.51
C -0.81858 -4.41040 -1.18299 -1.50 0.82 1.86
O -1.76683 -3.89817 -0.58680 0.68 -0.37 -0.77
N -0.56038 -5.75435 -1.07815 0.22 0.34 -0.38
N 0.08083 -3.68361 -1.90505 0.62 -1.06 -0.44
H 0.30548 -6.12554 -1.41835 -0.01 -0.29 0.01
H -1.05953 -6.24751 -0.36101 -0.06 -0.03 -0.05
H 0.93176 -4.19506 -2.05472 0.33 0.54 -0.45
H 0.08256 -2.68022 -1.92009 -0.24 0.07 0.22
C -3.09104 4.83045 -0.97981 0.54 0.00 0.33
C -2.22349 3.83344 -0.22280 -0.28 -0.72 -0.24
C -3.03689 2.63191 0.24524 -1.53 0.13 0.87
O -4.02859 2.99371 1.20629 0.62 0.89 0.13
C -4.70957 1.95116 1.86106 -0.28 0.41 -0.21
N -1.21786 3.29581 -1.16100 0.01 0.17 -0.47
H -3.49390 4.34827 -1.87288 -0.15 0.14 -0.03
H -2.44266 5.66145 -1.25938 -0.20 0.07 -0.23
H -3.89521 5.20730 -0.35225 -0.08 -0.08 -0.05
H -1.74537 4.36891 0.59778 0.14 -0.30 0.14
H -2.42661 1.82721 0.66530 0.28 -0.02 -0.20
H -3.63258 2.27716 -0.60646 0.51 -0.40 -0.33
H -4.99314 1.17246 1.14683 0.08 -0.23 0.19
H -5.62012 2.40648 2.25223 -0.05 -0.12 -0.03
H -4.16064 1.56663 2.72520 0.22 -0.26 -0.22
H -0.81966 2.41112 -0.85901 0.00 0.20 0.41
H -1.75091 3.03010 -1.98847 0.13 0.15 -0.08
C 4.23351 1.06761 1.09454 -1.06 -0.30 -0.01
C 4.12184 -0.39180 0.63122 1.71 2.49 -0.08
C 3.07145 -1.23754 1.34971 -0.92 -1.59 0.17
O 3.33269 -2.57486 1.05674 0.47 -0.07 -0.13
C 2.22413 -3.44714 1.23473 -1.05 0.22 0.35
N 3.81045 -0.38151 -0.77336 -2.57 -1.87 1.51
H 4.29062 1.12361 2.18001 0.39 0.07 -0.07
H 3.32188 1.60406 0.81323 0.04 0.07 0.01
H 5.06875 1.54268 0.58910 0.16 0.04 0.26
H 5.10656 -0.81341 0.86380 -0.27 -0.71 -0.40
H 2.01969 -1.02726 1.12735 0.08 0.49 -0.28
H 3.20273 -1.04755 2.42350 0.34 0.27 0.01
H 2.51319 -4.49191 1.19154 0.48 0.14 -0.07
H 1.43766 -3.27288 0.49195 0.15 0.11 -0.16
H 1.76460 -3.25423 2.20731 0.07 -0.15 0.08
H 3.00520 0.22461 -0.97830 0.42 1.01 -0.57
H 3.39090 -1.29362 -1.01262 1.10 -0.18 -0.69



Entry 3:
16
Properties=species:S:1:pos:R:3:forces:R:3 method="wB97M-V/def2-TZVPD" e_tot_ev=-9328.0016 total_charge=0 de_lowest_kj_mol=357.6 homo_lumo_gap_ev=8.730
C 1.55257 -0.98504 0.07376 -0.43 -0.23 0.11
N -0.10296 0.33121 -1.38383 -0.59 0.35 -1.14
C -0.85472 0.52560 -0.09493 2.47 -0.67 -0.35
C 0.76429 0.22477 -0.28091 -1.38 0.02 0.77
C -1.76624 -0.43161 0.46502 -0.20 -0.41 -0.12
C -0.36401 1.83838 0.45722 0.32 0.17 0.23
C 0.93885 1.62707 0.27358 -0.39 0.12 0.25
N -2.09690 -1.58818 0.03780 -0.02 -0.12 0.07
H -0.31205 -0.57002 -1.81184 0.02 -0.05 0.20
H -1.65155 -1.85067 -0.84565 -0.01 0.24 0.10
H -2.24222 -0.10416 1.38904 0.01 0.00 0.09
H -0.93302 2.66271 0.84749 -0.07 0.28 -0.08
H 1.82854 2.21645 0.39652 0.11 0.22 -0.06
H 2.36527 -1.13028 -0.64399 -0.01 0.02 0.06
H 1.97255 -0.89684 1.07782 -0.01 -0.01 -0.12
H 0.90162 -1.86936 0.04293 0.17 0.07 0.00



Entry 4:
17
Properties=species:S:1:pos:R:3:forces:R:3 method="wB97M-V/def2-TZVPD" e_tot_ev=-7394.5180 total_charge=+1 spin_multiplicity=3 s2=2.00 de_lowest_kj_mol=294.5 homo_lumo_gap_ev="8.130 / 9.341"
C -0.20687 -0.19097 0.74179 2.08 -1.28 -3.96
C 0.86505 0.39292 -0.14390 -0.89 -2.50 0.46
C -0.28767 -1.61057 1.13170 -2.02 0.24 0.02
C 1.52762 -0.52736 -1.15945 -0.58 -3.24 2.61
C -1.40365 1.64957 -0.56134 -2.71 -2.88 -2.71
O -0.71657 0.32526 -0.49818 1.68 0.51 -1.26
H -0.44577 0.77080 2.20147 -0.22 1.68 2.90
H 1.35914 1.34720 -0.00007 -0.77 0.49 0.06
H -0.05716 -1.59936 2.17559 0.49 -0.22 1.03
H 0.52244 -2.12363 0.60139 -0.43 -0.40 0.15
H -1.33549 -2.08094 1.11190 1.66 0.69 -0.54
H 0.90794 -1.49214 -1.30073 0.94 1.60 0.27
H 2.57927 -0.87223 -0.99060 -0.85 0.71 0.39
H 1.49992 -0.03490 -2.03836 0.12 1.68 -3.15
H -1.58279 1.95585 -1.63738 1.06 -0.45 1.23
H -2.35894 1.24287 -0.26141 -0.59 1.16 0.72
H -0.89198 2.28357 0.03959 1.03 2.21 1.78



Entry 5:
80
Properties=species:S:1:pos:R:3:forces:R:3 method="wB97M-V/def2-TZVPD" e_tot_ev=-87407.8240 total_charge=0 spin_multiplicity=3 s2=2.02 de_lowest_kj_mol=282.4 homo_lumo_gap_ev="3.557 / 3.856"
C -1.74469 -2.15852 -4.27892 0.14 0.14 0.07
C -1.11162 -2.94398 -3.16019 0.32 -1.26 0.12
H -1.47838 -2.56214 -5.26774 -0.12 0.13 0.30
H -1.42262 -1.11241 -4.21630 -0.07 -0.23 -0.13
H -2.84348 -2.17682 -4.18383 0.32 -0.04 -0.06
C -0.82562 -4.26602 -3.19258 -0.48 0.39 0.14
C -1.02538 -5.20950 -4.33247 0.04 -0.38 -0.28
H -0.42704 -4.73198 -2.28026 -0.01 0.36 -0.40
H -0.87468 -4.73769 -5.32664 -0.13 -0.27 0.60
H -2.03715 -5.65956 -4.30746 0.41 0.14 -0.10
H -0.29030 -6.02775 -4.20058 -0.46 0.29 -0.36
Au 0.77816 1.32596 0.29935 -0.41 -1.11 0.11
Cl -3.45873 -0.12813 -1.07711 0.03 0.00 0.02
Cl 1.40972 3.19116 -0.77090 0.32 0.18 0.18
H 0.48348 5.29732 3.46545 0.22 -0.12 -0.21
H -1.94013 6.26115 1.66248 0.26 0.01 -0.30
C 0.74671 5.11800 2.41060 -0.11 0.15 0.41
C -1.16437 5.85962 0.98439 -0.26 -0.01 -0.11
N -0.43056 4.78590 1.62953 0.01 -0.39 0.04
H 1.49244 4.31150 2.34266 -0.34 0.24 0.08
C -1.08344 3.61121 1.87490 0.18 0.77 0.20
O -0.90401 2.91646 2.86407 0.21 -0.21 -0.88
H -1.65385 5.48066 0.07492 0.13 0.19 0.23
H -1.79348 3.37807 1.04950 -0.09 -0.09 0.44
H 1.17911 6.03802 2.00292 -0.03 -0.26 0.05
H -0.47525 6.67158 0.72177 -0.20 -0.30 -0.05
H 1.97750 -0.92376 -3.59392 0.11 0.12 0.10
H 1.86565 -3.48394 -2.73022 0.12 0.07 0.14
C 2.97359 -0.90872 -3.14522 -0.50 0.22 -0.31
C 2.89739 -3.25281 -2.43710 -0.09 0.03 0.03
N 3.01291 -1.85794 -2.05448 1.36 0.18 0.49
H 3.18479 0.09447 -2.76584 -0.01 -0.23 -0.10
C 3.55933 -1.48833 -0.85608 -0.23 0.19 -0.61
O 3.74956 -0.33422 -0.47915 -0.25 -0.60 -0.19
H 3.17949 -3.89424 -1.59673 -0.04 0.05 -0.18
H 3.81110 -2.35838 -0.21957 -0.13 0.11 -0.03
H 3.68546 -1.19807 -3.93043 0.12 0.09 0.26
H 3.53364 -3.46153 -3.30580 0.06 -0.01 0.20
O 0.24777 -1.29857 -2.19127 0.90 0.73 0.07
C -0.47629 -2.27034 -2.00048 -0.76 -0.87 2.11
C 0.75018 -3.03128 0.02452 0.78 -0.29 0.40
C -0.47771 -2.90002 -0.63281 -0.06 0.80 -1.51
H 1.62467 -2.52941 -0.39282 -0.61 -0.30 0.21
C 0.87948 -3.87120 1.12311 -0.10 0.34 -0.38
H -2.71333 -1.09779 -1.48682 0.14 0.05 -0.01
C -1.63219 -3.39672 -0.02998 -0.31 -0.71 0.32
H 1.87425 -4.05715 1.54353 -0.44 0.11 -0.02
C -0.26231 -4.48844 1.64781 0.02 -0.34 0.36
C -1.51964 -4.23109 1.08434 -0.17 0.25 -0.18
H -2.58578 -3.14437 -0.49904 0.07 -0.45 0.27
H -0.15669 -5.16891 2.49874 -0.16 0.22 -0.32
H -2.41504 -4.69901 1.50218 0.28 0.23 -0.03
Si -0.24232 2.95144 -3.73201 0.35 -0.44 0.01
Cl -0.04680 0.94873 -3.20640 -0.33 0.71 -0.35
C 1.56748 3.49158 -3.91778 -0.20 0.41 -0.24
C -1.30490 3.69008 -2.37862 -0.12 0.35 -0.01
C -1.21500 3.00357 -5.34297 0.02 0.18 0.01
H 2.27842 2.69104 -3.67306 -0.41 0.12 -0.01
H 1.81748 4.34425 -3.27937 -0.07 -0.06 -0.11
H 1.74821 3.79341 -4.95582 0.01 -0.01 0.06
H -0.64659 2.55807 -6.17037 -0.20 0.01 0.20
H -1.46999 4.03443 -5.63322 0.12 -0.19 0.10
H -2.16711 2.46500 -5.20660 0.36 0.08 -0.09
H -1.30421 3.09658 -1.46338 0.05 -0.10 -0.19
H -2.33682 3.78064 -2.72745 0.01 -0.02 -0.03
H -0.95543 4.68247 -2.09720 0.01 0.16 -0.03
C 0.04989 -2.74784 5.03242 0.04 -0.05 0.30
C 0.13671 -1.88039 3.81096 -0.12 -0.44 0.22
C 1.37904 -1.49048 3.31152 0.25 0.28 -0.55
C 1.44355 -0.70865 2.17670 0.40 -0.05 0.70
N 0.33210 -0.22530 1.58500 0.27 0.46 -0.80
C -0.88013 -0.66200 1.99496 -0.63 -0.22 0.47
C -1.00667 -1.46342 3.12229 0.04 0.41 -0.67
H 0.94916 -3.37014 5.13120 -0.24 0.09 -0.06
H -0.00682 -2.13497 5.94428 -0.05 -0.10 -0.15
H -0.83101 -3.40313 5.01262 0.22 0.19 -0.03
H 2.31489 -1.79579 3.77709 -0.26 -0.05 -0.08
H 2.39715 -0.39032 1.75477 -0.15 -0.09 0.08
H -1.75353 -0.34799 1.41822 0.34 0.01 0.23
H -2.00075 -1.76922 3.45067 0.29 0.05 -0.19



Entry 6:
24
Properties=species:S:1:pos:R:3:forces:R:3 method="wB97M-V/def2-TZVPD" e_tot_ev=-16114.6635 total_charge=+1 smiles="COC(=O)[N+]1=CCC(=O)C1(C)C" de_lowest_kj_mol=60.2 homo_lumo_gap_ev=9.025
C -0.31299 0.01207 1.54993 -1.23 -0.54 -0.06
C 1.82102 0.78386 1.08004 -0.92 -0.32 1.27
C -1.22528 -0.71631 -0.57650 0.11 1.34 -3.66
C 0.81227 0.56702 2.27538 0.94 3.11 -1.20
C 1.14306 0.30233 -0.18437 -0.27 0.59 -0.97
C 1.08846 1.54153 -1.13206 -0.67 1.74 4.83
C 1.94699 -0.83890 -0.66227 1.51 0.98 -3.96
C -3.59558 -1.20982 -0.68308 -1.55 -1.50 -0.77
N -0.15869 -0.16402 0.27998 -1.04 -0.05 1.67
O 2.93602 1.17794 1.10355 0.19 0.25 0.45
O -1.06379 -0.69107 -1.76898 0.73 -0.17 0.95
O -2.31829 -1.01702 0.01313 -0.65 0.05 1.89
H -1.31067 -0.15525 1.91328 -0.15 -0.38 0.54
H 0.52492 1.60311 2.68915 0.23 -1.32 -0.53
H 1.31651 0.09803 3.08646 -0.13 -0.98 0.73
H 1.14613 1.41475 -2.11804 -0.52 -1.23 -3.97
H 2.05288 1.99107 -0.89998 -0.02 0.48 0.02
H 0.26204 2.32831 -0.84356 1.51 -1.72 -0.51
H 1.73193 -0.99414 -1.75086 -0.43 -0.70 1.04
H 2.12384 -1.72065 -0.10461 -0.51 -0.79 0.80
H 2.91860 -0.38504 -0.81497 0.66 -0.01 0.34
H -3.54180 -1.36889 -1.84001 0.43 0.60 2.33
H -4.31497 -0.37650 -0.39428 1.31 -0.92 -0.44
H -3.98261 -2.18240 -0.21733 0.47 1.49 -0.78



Entry 7:
13
Properties=species:S:1:pos:R:3:forces:R:3 method="wB97M-V/def2-TZVPD" e_tot_ev=-13322.4939 total_charge=+2 spin_multiplicity=2 s2=0.76 de_lowest_kj_mol=414.9 homo_lumo_gap_ev="9.740 / 5.173"
C 0.84190 -1.06003 -0.65238 -0.30 -1.64 1.81
C 1.03372 -0.02572 0.35754 -0.12 -2.26 2.35
O -0.14159 0.80368 0.28161 3.40 3.12 0.19
C -0.20261 2.12075 0.22202 -3.36 -3.19 -0.43
O -1.50318 2.28118 0.01028 2.06 2.73 0.78
Ag -2.10636 0.13175 -0.17368 -2.52 -2.69 -0.40
H 1.61748 -1.82735 -0.58666 -0.19 0.09 0.09
H 0.72825 -0.76501 -1.69781 -1.37 -0.33 0.03
H 1.93275 0.58847 0.28459 0.04 -0.25 0.65
H -1.80893 3.19660 0.09178 -0.26 0.78 -0.17
H 0.62989 -0.99662 1.34641 1.48 2.88 -1.63
O -0.44915 -1.78169 0.43811 1.42 1.59 -3.43
H -0.57216 -2.66600 0.07818 -0.28 -0.82 0.15



Entry 8:
62
Properties=species:S:1:pos:R:3:forces:R:3 method="wB97M-V/def2-TZVPD" e_tot_ev=-36374.0965 total_charge=0 smiles=c1cc[nH]c1.c1cc[nH]c1.c1cc[nH]c1.c1cc[nH]c1.c1ccncc1.c1ccncc1 de_lowest_kj_mol=1439.7 homo_lumo_gap_ev=7.204
N -1.36954 14.92522 15.38775 -1.03 4.34 -2.71
C -0.62662 15.95496 14.90833 0.02 0.21 -0.31
C -1.38148 16.80449 14.08468 -0.76 -0.24 1.76
C -2.76079 16.46895 14.21231 1.55 -5.10 0.68
C -2.73176 15.26160 15.01841 4.61 -0.37 -5.02
H -0.92524 14.17420 15.89635 -0.53 0.46 -0.04
H 0.44026 15.85592 15.04379 -0.08 0.55 0.01
H -1.09445 17.65036 13.47762 0.76 -1.28 0.92
H -3.68346 16.71148 13.70609 0.33 0.52 0.00
H -3.43610 14.44641 15.09437 1.36 1.42 -1.95
N 2.10434 18.03154 11.82429 -0.02 -0.78 -0.06
C 0.98275 17.80282 12.58745 0.81 -2.66 -0.89
C 0.82097 16.36926 12.58396 -0.20 2.49 0.00
C 1.85793 15.78892 11.83874 0.46 0.76 -0.09
C 2.64015 16.83082 11.37672 -0.05 0.79 0.20
H 2.45246 18.93099 11.52443 -0.10 -0.19 0.25
H 0.37567 18.61060 12.96867 0.53 -0.19 0.03
H -0.00801 15.91451 13.10589 1.00 -0.35 -1.18
H 2.01860 14.72848 11.71200 0.09 0.15 -0.15
H 3.56225 16.89455 10.81810 -0.12 -0.34 -0.06
N -2.52299 13.31587 16.47178 -0.01 -5.43 1.92
C -1.92080 12.35422 15.69305 -0.26 -1.61 -1.08
C -1.92272 11.14278 16.36334 1.84 0.05 -0.63
C -2.29601 11.38941 17.68469 -2.41 0.13 -0.40
C -2.86102 12.63621 17.60853 1.20 0.24 1.90
H -2.89036 14.21797 16.20463 0.85 -1.55 1.29
H -1.63286 12.46354 14.65790 -0.06 0.43 0.09
H -1.55874 10.19779 15.98792 0.13 0.15 -0.22
H -2.57586 10.69610 18.46406 0.44 -0.09 0.00
H -3.40785 13.17812 18.36597 1.72 -1.98 -0.28
N -5.87608 14.28933 15.61380 -3.72 -1.62 -1.92
C -6.60806 15.29669 15.07581 -0.61 0.17 0.40
C -6.20042 15.49795 13.77136 -1.96 2.43 0.85
C -5.18362 14.64930 13.53069 2.20 -2.17 0.30
C -4.95828 13.90368 14.69042 -1.76 -2.05 -2.70
H -6.02349 14.03938 16.58122 0.26 -0.30 -0.63
H -7.20861 15.88225 15.75614 -0.32 -0.05 -0.37
H -6.52968 16.33471 13.17319 -0.11 -0.21 -0.14
H -4.48059 14.63900 12.71091 -0.32 -0.12 -0.17
H -4.18738 13.15028 14.75753 -0.75 -0.58 0.50
N -2.50069 16.59450 18.04822 -2.20 -1.53 -2.27
C -2.88542 15.81536 19.06715 -0.38 -0.20 0.96
C -3.85069 14.77958 19.08880 0.93 1.72 -1.77
C -4.35307 14.40820 17.80592 -1.74 3.11 2.52
C -4.06234 15.22230 16.73162 -1.92 2.39 3.11
C -3.17629 16.25147 16.86580 1.04 3.54 4.39
H -2.40158 16.10123 19.98942 0.04 -0.23 0.36
H -3.97720 14.16608 19.96857 -0.15 0.11 0.08
H -4.96866 13.52122 17.77899 -0.43 0.28 -0.23
H -4.58409 15.12597 15.79092 1.33 1.62 2.23
H -3.07927 16.92865 16.03009 0.16 0.37 1.39
N -1.94019 21.59211 13.33085 -0.41 -0.44 0.66
C -1.47186 21.48665 12.06818 -0.19 0.06 1.77
C -1.28739 20.28483 11.43913 -0.16 -1.60 -0.68
C -1.62813 19.09297 12.10123 -1.37 2.10 -0.91
C -2.26984 19.27161 13.30480 0.03 -0.96 2.12
C -2.35963 20.46130 13.99054 1.32 2.28 -2.93
H -1.12713 22.40296 11.61218 -0.19 0.18 -0.10
H -0.93314 20.24013 10.41986 0.29 0.12 -0.05
H -1.55656 18.10334 11.67472 0.25 0.13 -0.23
H -2.42197 18.40621 13.93275 -1.04 0.94 -0.48
H -2.67122 20.56346 15.01955 -0.18 -0.01 -0.06